This record from OMol25 describes 2 unconnected molecules or ions with the total composition C5H11NO. The level of theory is ωB97M-V/def2-TZVPD.

The geometry in XYZ format:
```
18
Properties=species:S:1:pos:R:3:forces:R:3
N -2.054 0.917 0.248 1.619 0.654 -2.632
C -0.968 1.339 1.188 -1.199 -2.281 0.759
C 3.457 -0.037 0.442 -3.232 -0.729 -0.671
C 2.323 -0.303 -0.333 1.687 0.719 0.086
C 0.900 0.113 -0.052 -0.224 1.052 -1.498
C 0.505 0.969 0.959 -0.813 -2.541 -1.221
H -1.672 0.929 -0.754 -0.636 -0.093 1.753
H -2.770 1.655 0.207 0.408 -0.399 0.324
H -0.832 2.341 1.322 -0.416 3.345 -0.106
H -1.531 1.053 2.133 1.859 -0.172 -0.230
H 4.081 -0.892 0.645 1.226 0.408 -0.890
H 3.444 0.770 1.163 -0.185 -0.251 0.486
H 2.559 -0.800 -1.335 -0.859 -0.281 1.851
H 0.175 -0.306 -0.940 1.420 1.161 2.776
H 1.223 1.422 1.691 -0.687 -0.655 -0.820
H -3.231 -2.138 -1.229 -0.102 -0.160 -1.530
H -1.983 -2.836 -1.497 -1.705 0.506 -2.080
O -2.798 -2.513 -2.047 1.840 -0.283 3.643
```
Forces are in eV/Å.

HOMO-LUMO gap   8.51 eV
Energy above the lowest of the compared OMol25 structures with the same formula, charge and spin   104.26 kcal per mole
SMILES string   C=C/C=C/CN.O
HOMO level   -8.34 eV
Strongest force on any atom   4.1 eV/A
Calculated total energy   -8897.1764 eV
LUMO energy   0.17 eV

Per-atom natural (NBO) charges, elementary charge units: N -0.8369; C -0.2612; C -0.4100; C -0.1993; C -0.2673; C -0.1615; H 0.3509; H 0.3623; H 0.1805; H 0.2074; H 0.2114; H 0.1790; H 0.2098; H 0.2175; H 0.2173; H 0.4675; H 0.4616; O -0.9291